[1]
This record from the OMol25 dataset describes a molecular structure, C12H15BrF4N2Te4W. The level of theory is the ωB97M-V functional and the def2-TZVPD basis.

Last column: Löwdin charge in e.
CARTESIAN COORDINATES (ANGSTROEM)
W  1.4757  -1.1349  0.6324  0.7237
C  -2.5700  0.6598  -2.6153  -0.0619
C  -1.4683  -0.1313  -1.9137  -0.3022
N  -0.2263  0.5976  -1.6151  -0.2341
C  0.3736  1.2372  -2.7932  -0.3030
C  0.5956  0.3402  -3.9997  -0.1468
C  -0.4058  1.6433  -0.6094  -0.2060
C  -0.8032  1.1199  0.7429  -0.1882
N  0.2388  0.2748  1.2839  -0.2445
C  0.3001  -0.0028  2.6513  -0.3534
C  1.2916  -0.9768  2.7683  -0.3912
F  2.4807  -2.6508  1.0069  -0.5211
C  1.5566  -1.5359  3.9891  -0.3061
F  2.4928  -2.4866  4.1265  0.0693
C  0.8592  -1.1245  5.1192  0.0757
C  -0.1157  -0.1576  4.9760  -0.2050
F  -0.8018  0.2501  6.0539  0.0912
C  -0.4265  0.4187  3.7505  -0.1399
F  -1.4056  1.3382  3.6848  0.0897
H  -3.4735  0.0509  -2.6669  0.0819
H  -2.2941  0.9313  -3.6354  0.0709
H  -2.8269  1.5761  -2.0829  0.0708
H  -1.2078  -1.0011  -2.5183  0.0073
H  -1.8423  -0.5434  -0.9764  0.0689
H  1.3360  1.6421  -2.4696  0.0501
H  -0.2383  2.1012  -3.0937  0.1214
H  1.4509  -0.3221  -3.8623  -0.0357
H  0.7981  0.9640  -4.8709  0.0856
H  -0.2716  -0.2760  -4.2358  0.0616
H  -1.1513  2.3888  -0.9228  0.1246
H  0.5442  2.1745  -0.5112  0.1220
H  -1.7465  0.5638  0.7185  0.1216
H  -0.9591  1.9665  1.4107  0.1292
H  1.0634  -1.5473  6.0927  0.1354
Te  3.5644  0.3671  1.6269  0.4364
Te  3.3800  0.0401  -0.9991  0.2157
Te  -0.2537  -3.9409  -3.0244  0.3089
Te  1.3288  -2.1769  -2.0654  0.2958
Br  -0.6424  -2.6372  0.8471  0.0813

Atomic forces in eV per Å
-0.2 0.4 0.0
0.0 0.0 0.0
-0.1 0.0 0.1
-0.1 0.1 0.1
0.0 0.0 -0.1
0.0 0.2 -0.2
-0.1 0.1 -0.1
0.0 0.0 0.0
0.2 0.0 0.1
0.0 -0.1 0.0
-0.2 -0.1 0.1
0.0 -0.1 -0.1
0.0 0.1 0.0
0.0 0.0 0.0
0.0 0.0 0.0
0.0 0.0 0.0
0.0 0.0 0.0
0.1 0.0 0.0
0.0 0.0 0.0
0.0 0.0 0.0
0.0 0.0 0.0
0.0 0.0 0.0
-0.1 0.1 0.0
0.0 0.0 0.0
0.0 0.0 0.0
0.0 -0.1 0.0
-0.1 0.2 -0.2
0.0 0.0 0.0
0.0 0.0 0.0
0.0 0.0 -0.1
0.0 -0.1 0.0
0.0 0.0 0.0
0.0 0.0 0.0
0.0 0.0 0.0
0.0 -0.1 -0.1
0.1 0.2 0.2
-0.2 -0.2 0.2
0.6 -0.7 -0.1
0.0 0.0 0.1

Values from the calculation:
LUMO energy (spin up / spin down)	-0.058 / -0.109	hartree
multiplicity	3
relative energy (zero: lowest compared OMol25 entry of this formula, charge and spin)	0.773	eV
highest occupied orbital energy (spin up / spin down)	-7.6 / -7.6	eV
molar mass	1037.4	g/mol
<S²>	2.02
net charge	0

[2]
This record from the OMol25 dataset describes a molecular structure, C12H15Cl4F3KMg2O8. The level of theory is the ωB97M-V functional and the def2-TZVPD basis.

Last column: Löwdin charge in e.
CARTESIAN COORDINATES (ANGSTROEM)
C  2.7516  -1.2149  0.7238  -0.0782
C  1.8831  -0.3200  -0.2863  -0.1997
C  1.0200  0.7383  0.5532  -0.3705
O  1.2509  0.9665  1.7711  0.0350
O  0.0054  1.4358  -0.1488  -0.1103
C  -1.1638  0.5815  -0.3769  -0.1248
C  -2.2039  0.9142  0.8035  -0.0581
C  -2.8171  -0.3531  1.5378  -0.0218
C  -4.1417  -0.8393  1.3308  -0.0181
C  -5.2583  -0.2715  0.3165  0.0017
C  -4.8693  -0.9294  -1.1145  -0.3259
O  -4.5394  -0.2274  -2.0848  0.0722
F  -4.8987  -2.3981  -1.1270  -0.6660
C  -4.3001  -2.0803  2.3058  -0.2880
O  -5.3804  -2.5990  2.6681  0.1253
O  -2.9518  -2.4565  2.6312  0.0784
C  -2.1305  -1.2955  2.6403  -0.2392
O  -1.0907  -1.0665  3.3316  -0.0265
H  2.8149  -2.2671  0.2506  0.1064
H  2.2039  -1.3681  1.7165  -0.0146
H  3.8021  -0.7676  0.8845  0.1136
H  2.6136  0.2286  -1.0004  -0.1731
H  1.2235  -1.0085  -0.9138  0.1279
H  -1.6116  0.9466  -1.3774  0.1484
H  -0.9088  -0.5232  -0.5068  0.1330
H  -2.9901  1.6193  0.3726  0.1303
H  -1.6279  1.5162  1.6077  0.1473
H  -5.2876  0.8654  0.2744  0.1259
H  -6.3004  -0.6115  0.6687  0.1409
Mg  1.3450  -1.0212  3.5235  1.1980
Cl  -4.1000  -4.1693  -0.7622  0.0327
O  3.3805  -3.8555  3.5220  -0.5197
H  3.3912  -4.4921  4.2328  -0.1620
Mg  3.1562  1.8840  -1.8395  0.7626
Cl  -6.2656  -3.2535  -2.6261  -0.1523
C  7.2206  2.8106  -4.7494  -0.9906
Cl  6.6101  1.4166  -3.8436  0.4180
Cl  6.0898  4.1634  -4.6747  0.5304
H  8.1726  3.1197  -4.3210  0.0358
H  7.3598  2.5216  -5.7900  0.0343
F  3.1635  1.5733  3.9689  -0.7394
K  4.9571  -0.8305  -2.5126  0.5134
O  0.2584  4.9006  -1.2581  -0.2008
H  0.0616  3.9683  -1.1618  -0.1070
F  0.1459  4.0498  0.8002  -0.4248

Atomic forces in eV per Å
0.1 -0.4 -1.4
-0.3 -0.6 1.4
-0.2 1.0 2.2
-1.1 -1.6 -4.2
1.9 -2.3 0.7
-1.3 0.5 -0.6
0.6 -0.3 1.2
-2.0 -0.5 -0.4
2.0 0.6 0.8
0.5 -1.6 0.9
0.2 2.3 -2.1
-1.0 -3.3 3.9
-0.1 8.4 1.1
-3.7 0.2 -1.4
5.6 1.8 -1.1
0.5 1.3 2.2
-0.4 1.4 -1.8
-2.3 -1.6 -2.1
0.2 1.6 1.0
1.1 0.1 -1.6
-1.8 -0.7 0.2
-1.5 -1.3 1.4
0.7 1.2 0.7
0.8 -0.7 1.6
-0.3 1.4 0.4
0.8 -1.2 0.8
-0.8 -0.8 -1.4
0.5 -1.6 -0.2
1.7 0.2 -0.7
0.6 1.1 0.1
2.2 -4.3 1.1
-0.7 1.5 -0.8
-0.2 -0.1 0.5
0.2 1.6 -0.5
-1.8 -1.1 -1.9
0.2 0.6 -0.4
0.2 -0.2 0.0
0.1 -0.1 0.0
-0.2 -0.1 0.1
-0.2 -0.1 0.2
-0.8 -1.6 -0.1
0.1 -0.2 0.0
0.3 0.0 0.6
-0.3 -0.5 0.2
0.1 0.3 -0.9

Values from the calculation:
LUMO energy	-0.050	hartree
highest occupied orbital energy	-2.9	eV
molar mass	573.8	g/mol
net charge	-1

[3]
This record from the OMol25 dataset describes a molecular structure, C12H15F9N2NaO12. The level of theory is the ωB97M-V functional and the def2-TZVPD basis.

Last column: Löwdin charge in e.
CARTESIAN COORDINATES (ANGSTROEM)
Na  -0.7911  -0.7668  -2.4318  0.9585
N  3.3428  -1.2562  -5.6551  -0.7231
O  2.2634  -1.4798  -6.1065  -0.0784
O  3.4059  -0.5597  -4.6198  -0.1176
O  4.4062  -1.6439  -6.1076  -0.0576
N  4.1557  -2.1631  0.7719  -0.7150
O  4.8708  -1.2265  1.1071  -0.0894
O  4.7278  -3.0039  0.0999  -0.0795
O  2.9393  -2.1215  0.8487  -0.1073
C  -7.0030  1.0381  5.2916  -0.0617
C  -6.5227  1.0647  3.8350  -0.2140
O  -5.7620  2.2748  3.7232  -0.0403
C  -4.5195  2.3581  3.0403  -0.2558
O  -4.1257  1.4052  2.3570  0.1184
C  -3.7156  3.6658  3.2944  -0.5242
F  -3.0969  4.0046  2.1418  0.1588
F  -4.5386  4.5928  3.7439  0.1901
F  -2.7516  3.3644  4.2118  0.1517
H  -6.2004  0.6879  5.9406  0.0786
H  -7.8072  0.3058  5.3628  0.0751
H  -7.3634  2.0149  5.6141  0.0794
H  -7.3372  1.3413  3.1656  0.1220
H  -6.1197  0.1075  3.5041  0.1247
C  0.4856  -8.5242  -1.7479  -0.0726
C  -0.4763  -7.5007  -1.4239  -0.2725
O  -1.8226  -7.9017  -1.7212  -0.0057
C  -2.7571  -6.8962  -2.1306  -0.2859
O  -2.6414  -5.7035  -2.1291  0.1626
C  -4.0998  -7.5729  -2.6139  -0.4973
F  -4.3069  -7.3376  -3.9337  0.1419
F  -4.1391  -8.9058  -2.3876  0.1476
F  -5.1503  -6.9951  -2.0002  0.1454
H  1.3440  -8.3661  -1.0950  0.0999
H  0.7017  -8.3850  -2.8072  0.0914
H  -0.0134  -9.4838  -1.6130  0.0903
H  -0.2354  -6.6294  -2.0328  0.1274
H  -0.3981  -7.1895  -0.3822  0.1338
C  6.0060  6.7713  1.5551  -0.0510
C  6.0580  7.5378  0.1875  -0.2328
O  4.8799  7.3616  -0.5442  -0.0038
C  4.7260  6.2752  -1.4057  -0.2450
O  5.6294  5.3874  -1.5203  0.1168
C  3.3931  6.2272  -2.1369  -0.5760
F  3.5620  6.0283  -3.4321  0.1975
F  2.8122  5.1232  -1.6860  0.1787
F  2.6371  7.2840  -1.7992  0.1656
H  5.8308  5.7189  1.3321  0.0773
H  5.2517  7.1894  2.2217  0.0693
H  6.9641  6.8060  2.0737  0.0726
H  6.9308  7.1058  -0.3021  0.1132
H  6.3710  8.5704  0.3417  0.1184

Atomic forces in eV per Å
0.7 -0.1 -0.1
2.5 1.8 3.0
-3.6 -1.5 -2.5
-0.3 0.9 1.3
1.0 -1.2 -1.7
1.9 1.4 -2.6
0.3 2.1 2.3
0.2 -3.3 -0.7
-2.6 -0.3 1.1
0.2 -0.6 -0.6
-1.4 0.9 0.2
4.1 1.5 -0.9
-2.0 -4.5 -0.6
-0.5 3.1 1.7
0.3 -1.9 -0.3
-0.6 0.3 1.1
0.7 0.6 -0.1
-0.9 0.7 -0.6
0.0 0.2 0.1
-0.1 0.0 0.1
0.1 -0.1 -0.1
-0.4 -0.7 0.1
0.8 0.5 0.0
0.3 -1.3 -0.8
-0.9 3.0 0.6
-2.6 2.0 -1.3
1.5 -1.6 0.8
0.2 -1.3 0.0
-0.3 -0.2 -0.2
0.6 -0.4 0.7
0.0 1.2 -0.3
0.6 -0.3 0.2
0.2 -0.4 -0.4
0.6 -0.5 0.1
0.6 -0.3 0.2
-0.3 0.3 0.2
-0.4 0.0 0.1
-0.2 0.5 -0.9
2.2 -1.7 1.8
-1.8 -0.8 -2.1
6.3 -1.7 1.7
-4.3 3.8 0.1
0.4 -0.7 1.1
-0.2 1.1 -0.3
-0.9 -0.4 0.4
0.1 -0.3 -1.0
-0.3 0.0 0.2
-0.1 -0.2 -0.1
0.1 0.2 -0.2
-0.3 -0.2 -0.6
-1.1 0.3 -0.3

Values from the calculation:
LUMO energy	-0.025	hartree
relative energy (zero: lowest compared OMol25 entry of this formula, charge and spin)	7.140	eV
highest occupied orbital energy	-3.8	eV
molar mass	573.2	g/mol
net charge	-1

[4]
This record from the OMol25 dataset describes 2 unconnected molecules or ions with the total composition C12H15N2O. The level of theory is the ωB97M-V functional and the def2-TZVPD basis.

Last column: Löwdin charge in e.
CARTESIAN COORDINATES (ANGSTROEM)
C  -3.6085  -1.4676  -1.5570  -0.0334
C  -3.7049  -0.5146  -0.5637  -0.0704
C  -2.3470  -2.1485  -1.6638  -0.0388
C  -2.6644  -0.1801  0.2963  -0.0400
C  -1.3099  -1.7729  -0.7931  -0.0555
C  -1.4258  -0.7450  0.1414  -0.2611
C  1.2454  2.8897  0.5163  -0.1010
C  2.2599  0.3263  2.7036  -0.0378
C  -0.0171  2.1794  0.4155  -0.0270
C  1.9842  0.8704  0.5369  -0.3863
C  2.7664  -0.2071  -0.0250  -0.0174
C  -0.1996  -0.3845  0.9309  -0.0960
N  2.2893  2.1664  0.5612  0.1224
N  0.4912  0.7506  0.3025  -0.0567
O  2.9171  -0.5954  2.7645  0.1273
H  -4.3699  -1.7308  -2.2775  0.1122
H  -4.6260  -0.1681  -0.3569  0.0740
H  -2.3603  -3.0759  -2.2972  0.1288
H  -2.9438  0.5847  1.0813  0.1418
H  -0.3749  -2.2868  -1.0551  0.1172
H  1.4139  4.0266  0.5497  0.1635
H  1.7858  1.0041  3.4445  0.1298
H  -0.5113  2.1260  1.3612  0.1330
H  -0.5449  2.3295  -0.4607  0.1234
H  3.3939  0.1536  -0.7916  0.0872
H  2.1623  -1.0320  -0.4358  0.0931
H  3.3868  -0.6997  0.8041  0.1111
H  -0.3554  -0.0281  2.0501  0.1748
H  0.4956  -1.3481  0.8020  0.1704
H  0.4661  0.4515  -0.7289  0.2113

Atomic forces in eV per Å
2.7 -0.9 -0.2
1.8 -1.4 -0.4
-1.9 0.1 0.6
-1.3 1.5 0.7
0.1 -0.9 -2.1
0.2 -0.5 0.2
2.2 3.5 -0.1
-2.1 2.9 -2.9
0.7 -2.7 1.3
-1.1 -2.4 4.2
0.7 -1.8 1.0
0.4 -1.3 2.1
0.7 1.7 -0.4
1.2 -0.6 -3.6
1.7 -2.4 1.0
-0.4 0.1 0.4
-3.0 1.7 0.5
0.7 1.3 0.5
0.8 -1.0 -0.8
0.0 0.2 0.9
-0.8 -1.9 0.0
0.2 -0.1 0.0
-1.2 0.8 0.4
-1.7 0.9 -1.2
1.0 0.3 -0.9
0.1 0.4 0.1
-0.6 0.6 -1.3
0.1 -1.3 -2.2
-1.2 2.4 0.9
-0.2 0.9 1.3

Values from the calculation:
LUMO energy	-0.129	hartree
relative energy (zero: lowest compared OMol25 entry of this formula, charge and spin)	4.251	eV
highest occupied orbital energy	-12.0	eV
molar mass	203.3	g/mol
net charge	+1

[5]
This record from the OMol25 dataset describes a molecular structure, C12H15N2O5SV. The level of theory is the ωB97M-V functional and the def2-TZVPD basis.

Last column: Löwdin charge in e.
CARTESIAN COORDINATES (ANGSTROEM)
V  0.7050  1.4485  -1.1950  0.8484
C  -1.5894  -4.3636  2.9671  -0.0633
C  -1.5155  -2.9305  2.5136  -0.2860
C  -2.2228  -1.9296  3.1666  -0.0488
C  -2.1407  -0.6060  2.7506  -0.0532
C  -1.3530  -0.2715  1.6630  -0.2668
C  -0.6326  -1.2611  1.0042  -0.0476
C  -0.7166  -2.5753  1.4274  -0.0401
S  -1.2700  1.4261  1.0953  0.5367
O  -1.8728  2.1944  2.1618  -0.3319
O  -1.9327  1.4443  -0.2040  -0.3546
N  0.2239  1.7252  0.8000  -0.3310
C  1.3034  1.5276  1.7430  -0.1824
C  2.5837  1.1187  0.9844  -0.6529
O  3.6221  1.0052  1.6249  -0.0039
O  2.4506  0.9194  -0.2851  -0.1557
H  -2.2789  -4.4782  3.8036  0.0674
H  -0.6105  -4.7263  3.2876  0.0775
H  -1.9284  -5.0157  2.1595  0.0755
H  -2.8430  -2.1859  4.0187  0.1036
H  -2.6779  0.1792  3.2653  0.1058
H  0.0059  -0.9990  0.1676  0.1060
H  -0.1439  -3.3383  0.9115  0.1129
H  1.0990  0.7255  2.4639  0.1168
H  1.5276  2.4244  2.3259  0.1153
N  1.2900  0.1777  -5.1750  0.1642
C  1.1801  0.8383  -3.9992  -0.5193
O  0.9587  0.2087  -2.9613  -0.0436
C  1.3364  2.3362  -3.9952  -0.2479
C  0.5889  2.9363  -2.8024  -0.2597
H  1.2984  -0.8273  -5.1647  0.1066
H  1.5465  0.6678  -6.0111  0.0956
H  1.0895  2.7199  -4.9983  0.0943
H  2.4147  2.4933  -3.8623  0.1183
H  -0.4735  3.0563  -3.0611  0.0280
H  0.9781  3.9353  -2.5906  0.0156

Atomic forces in eV per Å
-0.1 0.0 0.0
0.0 0.0 0.0
0.0 0.0 0.0
0.0 0.0 0.0
0.0 0.0 0.0
0.0 0.0 0.0
0.0 0.0 0.0
0.0 0.0 0.0
-0.1 -0.1 0.0
0.0 0.0 0.0
0.0 0.0 0.0
0.3 0.0 -0.1
0.0 -0.1 0.1
0.1 0.0 -0.1
0.0 0.0 0.0
0.0 0.0 0.1
0.0 0.0 0.0
0.0 0.0 0.0
0.0 0.0 0.0
0.0 0.0 0.0
0.0 0.0 0.0
0.0 0.0 0.0
0.0 0.0 0.0
0.0 0.0 0.0
0.0 0.0 0.0
0.0 0.0 0.0
0.0 0.1 0.1
0.0 0.0 -0.1
0.0 -0.1 0.0
0.1 -0.1 0.0
0.0 0.0 0.0
0.0 0.0 0.0
0.0 0.0 0.0
0.0 0.0 0.0
0.0 0.0 0.0
0.0 0.0 0.0

Values from the calculation:
LUMO energy (spin up / spin down)	0.100 / 0.100	hartree
multiplicity	4
relative energy (zero: lowest compared OMol25 entry of this formula, charge and spin)	0.000	eV
highest occupied orbital energy (spin up / spin down)	-3.4 / -4.9	eV
molar mass	350.3	g/mol
<S²>	3.76
net charge	-1

[6]
This record from the OMol25 dataset describes a molecular structure, C12H15N3. The level of theory is the ωB97M-V functional and the def2-TZVPD basis.

Last column: Löwdin charge in e.
CARTESIAN COORDINATES (ANGSTROEM)
C  4.3070  0.3758  0.6957  -0.3264
C  2.9835  1.1216  0.4783  -0.1203
C  1.7274  0.0680  0.2262  -0.3091
C  0.5722  -0.2776  0.8484  -0.0772
C  -1.4075  -1.6193  -0.0003  -0.1708
C  -2.3817  -0.5181  0.1605  -0.2014
C  -3.6491  -0.5951  0.5982  -0.1228
C  -4.8265  0.0264  0.1292  -0.0990
C  -4.3679  1.2319  -0.3681  -0.0866
C  -2.9141  1.6495  -0.5594  -0.1087
C  -1.8297  0.9040  -0.2495  0.0019
C  0.6900  -1.3519  -0.9999  -0.1356
H  4.5079  -0.1041  -1.3463  0.0153
H  5.8391  -0.8086  -0.4734  0.1729
H  5.0106  1.1479  1.1272  0.0968
H  4.4301  -0.4896  1.1957  0.0449
H  2.9959  1.7501  -0.7460  0.2063
H  2.8572  1.6340  1.5907  0.1400
H  0.2390  -0.0563  1.7711  0.0929
H  -1.7754  -2.2744  0.7511  0.1037
H  -1.6355  -2.3165  -0.8888  0.1676
H  -3.7363  -1.7461  0.9975  0.1513
H  -5.7747  -0.4076  0.4725  0.1134
H  -5.4093  1.8946  -0.5960  0.1489
H  -2.6022  2.4169  -1.2135  0.0742
H  -0.7201  1.4866  -0.2214  0.1840
H  0.0839  -1.7889  -1.8367  0.1395
N  5.1773  0.3234  -0.6381  -0.0913
N  -0.0877  -1.2117  0.0892  -0.0947
N  1.6966  -0.4649  -0.9939  0.0899

Atomic forces in eV per Å
3.1 5.4 -3.8
-2.4 -1.1 -0.2
1.8 2.7 0.1
0.4 -0.9 0.0
-3.3 -1.8 0.6
3.7 5.3 -1.1
-0.6 -7.3 0.2
3.5 1.5 1.9
-3.4 2.3 -1.6
-2.6 -0.6 -0.2
-0.6 -1.9 1.1
-0.7 1.7 -2.0
0.8 0.7 0.8
-2.3 4.5 -0.6
-1.1 -0.9 0.6
-0.7 -2.9 1.8
0.2 -1.4 4.5
-0.3 -0.4 -3.4
-1.1 0.9 3.0
0.5 -1.2 1.4
0.7 1.6 0.7
-0.4 2.5 -0.7
0.2 1.0 -0.7
3.7 -0.8 -0.1
-0.8 1.9 -0.1
-3.1 -2.5 -0.5
1.8 0.2 0.3
-0.1 -6.0 0.4
2.7 0.3 -0.4
0.2 -3.0 -2.0

Values from the calculation:
LUMO energy	0.021	hartree
relative energy (zero: lowest compared OMol25 entry of this formula, charge and spin)	8.049	eV
highest occupied orbital energy	-8.8	eV
molar mass	201.3	g/mol
net charge	0